Record 1
# C4H9N3O

A 2-piece molecular cluster, C4H9N3O overall at a distorted geometry (the ωB97M-V functional and the def2-TZVPD basis, the Open Molecules 2025 dataset).

- HOMO (eV) = -9.3
- frontier orbital gap (eV) = 10.04
- net charge = 0
- M (g/mol) = 115.1
- lowest unoccupied orbital energy (eV) = 0.75
- SMILES = C/N=C\CN.N=C=O
- spin multiplicity = 1

Structure (XYZ):
```
17
Properties=species:S:1:pos:R:3:forces:R:3
C -2.0248 -0.2661 -0.9061 -1.06 -1.85 -0.61
N -0.5519 1.3119 -0.0852 0.41 0.34 0.35
N -1.8717 -1.1300 -0.0607 -0.16 0.62 0.43
O -2.4763 0.3508 -1.7835 0.27 0.78 -0.12
H -1.5358 -2.0628 -0.1884 0.03 -0.12 -0.37
H -0.8729 2.2715 -0.1459 0.04 -0.03 0.04
H -0.6251 1.0091 0.8810 -0.06 0.16 -0.10
H -0.3870 -1.1724 1.2672 2.49 0.03 0.83
C 1.2561 -0.2318 -0.7569 -0.08 -0.11 0.14
C 0.7865 -1.0712 1.4049 -1.87 0.38 0.13
C 0.8457 1.2060 -0.5380 -0.24 0.26 0.41
N 1.3068 -1.1710 0.0854 0.01 -0.40 -1.06
H 1.5006 -0.5017 -1.7790 0.36 0.05 -0.14
H 0.9735 -0.1008 1.8829 0.03 0.03 0.13
H 1.2185 -1.8637 2.0143 -0.29 0.05 0.10
H 0.9227 1.7508 -1.4811 0.11 -0.08 0.10
H 1.5350 1.6713 0.1893 -0.01 -0.10 -0.27
```
Positions in Å, forces in eV/Å.

---

Record 2
# C4H9N3O

C4H9N3O as an isolated structure at a distorted geometry (the ωB97M-V functional and the def2-TZVPD basis, the Open Molecules 2025 dataset).

- HOMO (eV) = -8.1
- frontier orbital gap (eV) = 8.25
- net charge = 0
- M (g/mol) = 115.1
- lowest unoccupied orbital energy (eV) = 0.15
- spin multiplicity = 1

Structure (XYZ):
```
17
Properties=species:S:1:pos:R:3:forces:R:3
C -0.4269 -0.3694 -2.0176 0.32 0.28 -0.52
C 0.6427 -0.2641 -0.9753 -2.85 -2.74 2.26
N 0.8165 0.9524 -0.3723 -0.85 2.20 1.26
H 1.7074 1.0663 0.0934 -0.24 -0.05 0.09
H 1.5593 -0.8123 -1.2015 -0.20 -0.06 0.30
H -1.3577 0.0896 -1.6833 0.15 -0.08 -0.03
H -0.5941 -1.4100 -2.2955 0.01 0.00 -0.02
H -0.0759 0.1793 -2.8986 -0.15 -0.07 -0.12
C -0.3455 1.1514 0.5571 2.38 4.37 -0.84
N 0.1582 1.5811 1.8006 -0.93 -0.77 -1.34
C -0.3089 -1.1125 0.5469 2.06 -2.32 -2.76
N 0.4203 -1.4579 1.5169 0.35 0.01 -0.28
O -1.4567 1.4374 0.1461 0.78 -1.34 0.70
H -0.5920 1.9072 2.3943 0.35 -0.29 0.39
H 0.9365 1.0421 2.1635 -0.49 0.11 0.29
H 0.1147 -2.3028 2.0064 -0.50 0.47 0.36
H -1.1979 -1.6781 0.2188 -0.19 0.27 0.25
```
Positions in Å, forces in eV/Å.

---

Record 3
# C4H9N3O2S

C4H9N3O2S in the gas phase at a distorted geometry (the ωB97M-V functional and the def2-TZVPD basis, the Open Molecules 2025 dataset).

- HOMO (spin up / spin down) (eV) = -8.2 / -8.2
- frontier orbital gap (spin up / spin down) (eV) = 8.34 / 7.78
- net charge = 0
- M (g/mol) = 163.2
- lowest unoccupied orbital energy (spin up / spin down) (eV) = 0.17 / -0.42
- spin multiplicity = 1

Structure (XYZ):
```
19
Properties=species:S:1:pos:R:3:forces:R:3
C 1.3122 0.0301 1.1341 1.94 -2.01 1.26
C -0.3573 -0.5579 -0.4575 2.35 -1.37 0.72
C 1.8125 -1.6347 -0.5591 -4.95 -0.85 -3.02
C -2.0592 1.6898 -0.5301 2.30 -1.45 2.35
N 1.4787 1.3405 0.4821 -0.24 3.08 -1.04
N 0.9801 1.7568 -0.4841 0.30 -1.29 1.08
N 0.8627 -0.8759 0.2034 -1.90 0.48 -0.80
O -1.4833 0.2996 1.7756 0.10 -0.22 -0.39
O -2.9103 -0.7651 0.0471 -1.31 -1.55 -0.37
S -1.7797 0.0083 0.3856 0.81 3.64 -1.00
H 2.3683 -0.2108 1.4920 -1.56 0.09 -0.28
H 0.5773 -0.0303 1.9288 0.23 1.38 0.43
H -0.5002 -1.3263 -1.2107 -0.69 0.47 -0.26
H 2.1219 -1.2201 -1.5040 -0.03 0.84 -0.46
H 2.6444 -1.8403 -0.0537 3.02 -1.34 2.42
H 1.1169 -2.4882 -0.8520 1.89 0.15 0.29
H -1.9783 1.4957 -1.6008 -0.29 0.23 0.30
H -2.9817 1.9983 -0.0897 -0.85 0.31 -0.32
H -1.2251 2.3305 -0.1072 -1.11 -0.61 -0.92
```
Positions in Å, forces in eV/Å.

---

Record 4
# C4H9N3S

A 2-piece molecular cluster, C4H9N3S overall at a distorted geometry (the ωB97M-V functional and the def2-TZVPD basis, the Open Molecules 2025 dataset).

- HOMO (eV) = -8.2
- frontier orbital gap (eV) = 8.99
- net charge = 0
- M (g/mol) = 131.2
- lowest unoccupied orbital energy (eV) = 0.82
- spin multiplicity = 1

Structure (XYZ):
```
17
Properties=species:S:1:pos:R:3:forces:R:3
C -0.8957 -1.0211 0.8619 -2.65 1.12 -0.77
C -1.3793 0.2518 0.9665 5.78 -3.49 1.43
C -0.6548 -0.3053 -2.3903 -2.07 0.37 -0.61
C 1.2163 0.7566 2.1538 -1.07 0.89 -0.44
N 2.5028 0.0949 -1.0469 2.11 -0.50 0.36
N 1.4723 0.1754 -1.4533 -2.22 0.22 -0.33
N 0.3240 0.5112 -1.7000 -0.27 -0.02 -0.29
S -0.3682 1.5273 1.6291 -0.55 -0.10 0.37
H 0.0864 -1.2359 1.0965 1.96 -0.26 0.60
H -1.4254 -1.9137 0.4782 -0.17 0.96 0.23
H -2.3035 0.5076 0.7473 -4.30 1.29 -1.10
H -0.6879 -0.1017 -3.4724 0.48 -0.04 0.21
H -0.7372 -1.3954 -2.2678 0.85 0.27 0.42
H -1.6712 0.0652 -2.0616 1.18 -0.26 -0.06
H 1.6783 1.7502 2.3800 0.27 -1.36 0.80
H 1.6555 0.4633 1.2337 0.73 -0.56 -0.66
H 1.1874 -0.1305 2.8454 -0.07 1.47 -0.20
```
Positions in Å, forces in eV/Å.

---

Record 5
# C4H9N3S

C4H9N3S in the gas phase at a distorted geometry (the ωB97M-V functional and the def2-TZVPD basis, the Open Molecules 2025 dataset).

- HOMO (eV) = -8.2
- frontier orbital gap (eV) = 9.01
- net charge = 0
- M (g/mol) = 131.2
- lowest unoccupied orbital energy (eV) = 0.78
- SMILES = C=CCN(N)C(N)=S
- spin multiplicity = 1

Structure (XYZ):
```
17
Properties=species:S:1:pos:R:3:forces:R:3
C 0.0832 -0.4908 0.9416 -0.03 -2.80 -1.44
C -1.1285 -1.3794 0.3772 -1.10 -0.49 0.55
C -0.9669 -2.7239 0.0929 0.95 2.24 0.58
C 0.0226 1.8922 0.1988 1.40 0.79 -0.37
H 2.0822 -0.2963 -0.7981 -1.42 1.17 -0.09
H 0.6776 -0.3460 -1.6796 0.04 0.82 1.15
H -0.1073 -0.0982 1.9195 -0.15 -0.31 0.66
H 0.8848 -1.3414 0.8587 -0.78 2.05 0.80
H -2.2317 -0.9275 0.4184 2.62 -0.92 -0.41
H 0.0352 -3.2595 0.1975 -1.36 0.97 -0.22
H -1.7960 -3.3364 -0.2442 0.01 0.11 0.15
H 0.0437 3.6787 -0.6280 0.32 0.13 -0.40
H 1.0380 2.5338 -1.5081 1.17 -0.60 -1.40
N 1.2157 0.2749 -1.0264 1.62 -1.28 -1.15
N 0.5563 0.6408 0.1533 -0.43 -1.58 -1.23
N 0.4282 2.7648 -0.7947 -2.38 -0.38 2.93
S -0.8371 2.4142 1.5214 -0.47 0.08 -0.10
```
Positions in Å, forces in eV/Å.

---

Record 6
# C4H9N4

C4H9N4 as an isolated structure at a distorted geometry (the ωB97M-V functional and the def2-TZVPD basis, the Open Molecules 2025 dataset).

- HOMO (eV) = -10.6
- frontier orbital gap (eV) = 6.77
- net charge = +1
- M (g/mol) = 113.1
- lowest unoccupied orbital energy (eV) = -3.79
- spin multiplicity = 1

Structure (XYZ):
```
17
Properties=species:S:1:pos:R:3:forces:R:3
C -0.6141 0.7856 -0.2146 -2.51 3.89 2.57
C 0.6856 -0.5130 0.6990 2.57 -1.49 -1.48
C 0.4253 0.7381 0.9880 -1.21 2.12 1.31
C -0.3485 -0.4684 -0.4080 0.22 -3.77 -2.77
N -1.5803 1.7133 -0.5051 -0.03 -0.22 -1.33
N 1.6620 -1.4901 0.7096 0.07 -0.21 0.36
N 0.5817 1.6939 1.9844 0.64 0.00 -1.27
N -0.4504 -1.2911 -1.6803 -4.52 -0.93 3.31
H -1.7312 2.5847 0.0870 0.53 -1.80 -1.46
H -2.2027 1.5041 -1.3594 1.26 1.00 2.25
H 1.2495 -2.3955 0.5885 0.29 -0.51 0.17
H 2.5992 -1.5125 1.1391 -1.26 0.57 0.00
H -0.2362 1.8321 2.5245 -0.47 0.12 0.82
H 1.4536 1.7236 2.4752 0.09 0.02 0.20
H 0.1169 -2.0948 -1.5921 2.17 -0.47 -0.87
H -0.5007 -0.6987 -2.4775 0.75 -0.07 -1.33
H -1.3843 -1.8672 -1.6132 1.41 1.75 -0.50
```
Positions in Å, forces in eV/Å.

---

Record 7
# C4H9N4O

An isolated ion of composition C4H9N4O and charge +1 at a distorted geometry (the ωB97M-V functional and the def2-TZVPD basis, the Open Molecules 2025 dataset).

- HOMO (spin up / spin down) (eV) = -14.5 / -14.5
- frontier orbital gap (spin up / spin down) (eV) = 9.51 / 9.51
- net charge = +1
- M (g/mol) = 129.1
- lowest unoccupied orbital energy (spin up / spin down) (eV) = -5.02 / -5.02
- SMILES = CC(C)c1onn[n+]1N
- spin multiplicity = 1

Structure (XYZ):
```
18
Properties=species:S:1:pos:R:3:forces:R:3
C 0.8944 0.4728 -0.0115 1.23 -5.06 -0.39
C -1.5041 -0.1891 0.7486 -1.16 1.55 -1.64
C -0.9766 1.1906 -1.3690 -1.44 -1.24 3.14
C -0.5173 0.8015 0.0899 -1.13 1.68 -0.77
N 2.7302 -0.8646 -0.0885 0.41 -0.83 0.49
N 3.0792 0.2107 -0.5185 0.95 0.48 -1.13
N 1.4971 -0.9687 0.2474 -2.07 6.15 -0.52
N 0.8208 -2.0449 0.7059 -1.93 -0.61 0.50
O 1.8048 1.0863 -0.5950 0.14 0.03 1.29
H -1.6431 -1.1684 0.2993 0.69 -0.05 -0.25
H -2.5345 0.2871 0.5322 1.60 -0.58 1.25
H -1.1741 -0.2495 1.7521 -0.70 -0.23 1.41
H -0.9780 0.5085 -2.1397 0.54 -1.87 -1.39
H -0.5762 2.0673 -1.5941 2.54 3.55 -1.52
H -1.9735 1.5114 -1.2420 -1.55 -0.07 0.25
H -0.5553 1.8452 0.6136 0.06 -1.91 -0.49
H 0.1889 -1.7769 1.4718 0.40 0.13 -0.54
H 1.4172 -2.7193 1.0976 1.43 -1.11 0.31
```
Positions in Å, forces in eV/Å.

---

Record 8
# C4H9N4OS

An isolated ion of composition C4H9N4OS and charge +1 at a distorted geometry (the ωB97M-V functional and the def2-TZVPD basis, the Open Molecules 2025 dataset).

- HOMO (eV) = -13.1
- frontier orbital gap (eV) = 9.07
- net charge = +1
- M (g/mol) = 161.2
- lowest unoccupied orbital energy (eV) = -4.08
- SMILES = [H]/N=C(N)/[NH+]=C/NC(=O)CS
- spin multiplicity = 1

Structure (XYZ):
```
19
Properties=species:S:1:pos:R:3:forces:R:3
C 1.1412 0.5434 2.0819 -2.53 1.26 -0.61
C -0.6126 -1.1573 -2.0214 0.95 1.92 -2.65
C 1.0695 2.0362 1.9537 -0.26 0.09 -0.34
C 0.1222 -0.2120 0.0348 -1.51 -1.91 -2.29
N 0.0896 -0.2236 1.3009 0.73 -0.54 3.71
N -0.7529 -2.3862 -2.6184 0.34 1.22 2.62
N -0.2391 -0.0430 -2.5545 -0.80 -1.28 -0.90
N -0.7165 -1.0248 -0.6479 1.74 0.80 1.55
O 1.8469 -0.0096 2.8102 1.44 -1.79 1.29
S -0.5098 2.7579 1.3158 -0.57 0.38 0.42
H 1.4059 2.4144 2.9300 -0.01 0.15 -0.57
H 1.8460 2.2050 1.1659 -0.61 0.73 0.56
H 0.8612 0.3496 -0.5171 -0.22 0.28 -0.17
H -0.4429 -0.9142 1.9063 0.71 1.10 -1.30
H -0.7645 -2.4055 -3.5758 0.10 0.22 -2.69
H -1.3166 -3.0888 -2.2357 -0.77 -0.97 0.92
H -0.2331 -0.1025 -3.5856 0.40 0.02 0.66
H -1.5084 2.8486 2.3413 1.91 -0.51 -0.75
H -1.2859 -1.5875 -0.0846 -1.03 -1.16 0.53
```
Positions in Å, forces in eV/Å.

---

For the records above, the corresponding relative energy (zero: lowest compared OMol25 entry of this formula, charge and spin) values read 54.87 79.81 111.11 93.94 48.06 106.98 139.62 24.67 kcal/mol.